Entry from the Open Molecules 2025 dataset: a cluster of 7 separate species, C43H33NO29S in total (ωB97M-V with the def2-TZVPD basis set).

Each line ends with the Mulliken charge.
Element x y z (Å)
S 3.2293 -0.8661 0.2582  0.99
O -4.2682 -1.1923 10.3699  -0.57
O 3.6305 -2.1732 1.2854  -0.32
O 7.6671 1.1660 1.3345  -0.54
O -3.3479 -3.6557 9.6423  -0.61
O 1.0995 0.7683 -4.2763  -0.62
O 2.4942 0.4004 1.1135  -0.37
O 9.3536 3.3115 1.3668  -0.62
O -5.6589 2.1160 3.5087  -0.56
O 1.9449 -3.1664 -6.7273  -0.67
O 4.5924 -0.2962 -0.1532  -0.72
O -1.5106 3.0089 5.5453  -0.63
O 0.8761 -0.5980 -8.0414  -0.50
O -2.9234 -1.1165 -2.5450  -0.64
O -3.8062 0.0069 5.8392  -0.38
O 1.7697 -4.7692 -4.5246  -0.58
O -5.3172 -0.3217 1.4336  -0.62
O 1.0120 -0.8269 -2.0619  -0.46
O 2.0009 -5.1300 0.4208  -0.54
O -1.4415 1.6485 -11.4719  -0.57
O -5.4216 2.2916 0.6531  -0.56
O 0.4064 -2.7287 2.2614  -0.53
O -3.1722 -0.4606 -11.4605  -0.60
O -5.9340 4.8211 3.2594  -0.62
O -1.8222 5.7171 5.3770  -0.57
O -2.9692 -2.4846 5.0968  -0.57
O -0.8056 -2.7497 -8.0936  -0.58
O 7.0393 5.5426 -2.0763  -0.58
O 5.3021 3.4383 -2.0476  -0.63
O -2.9510 1.5112 -3.2803  -0.60
N 2.5323 -2.9840 1.2536  0.61
C -3.9484 -1.4601 9.0684  0.42
C 0.3934 0.6268 2.4649  -0.20
C 1.2114 -1.3865 -3.1298  1.00
C 6.4399 2.2420 -0.3631  -0.76
C -3.5783 2.4919 4.5406  -0.86
C -2.2375 -0.5196 -10.6778  0.94
C -4.8274 1.5258 -0.0885  0.95
C -0.0408 -0.5552 -8.8485  0.90
C 8.4367 3.3520 0.5616  0.82
C -1.2550 0.5990 -10.6166  0.36
C -3.1410 -3.1403 7.3507  -0.82
C 4.2646 -5.1260 1.4726  -0.90
C 1.7127 -2.6087 -5.6645  0.58
C 2.8885 -4.4157 1.0289  0.30
C -4.0673 -0.5269 8.1214  -1.01
C 1.6763 -2.7819 2.4606  0.35
C -3.7233 -0.8278 6.7271  0.72
C -3.5565 1.1050 -2.1234  0.33
C -3.8916 5.3432 4.3178  -1.00
C -4.1839 1.9748 -1.3289  -0.94
C 8.2480 4.4809 -0.3578  -0.97
C 1.3805 -2.8403 -3.2331  -1.06
C -2.0332 -1.6649 -9.7836  -0.83
C -4.1119 -0.7902 -0.5338  -0.86
C 2.2005 -2.5856 3.9729  -0.77
C 1.0353 0.3498 0.9891  0.22
C -3.2631 -2.2083 6.4028  0.25
C -2.7830 4.8724 4.8927  0.41
C 7.2239 4.4980 -1.2132  0.37
C -3.4892 -0.3454 -1.7863  1.03
C 0.0683 0.8321 3.7361  -0.61
C 7.4662 2.2232 0.4902  0.14
C 1.2838 -0.5830 -4.3826  0.16
C 1.6129 -3.4155 -4.4146  0.40
C -4.7364 0.0804 0.2629  0.43
C -2.5440 3.4082 5.0315  0.93
C 6.2380 3.3817 -1.2653  0.96
C -3.4622 -2.8320 8.7489  0.90
C 1.5197 -1.1571 -5.5647  -0.64
C -4.6878 2.9619 3.9686  0.38
C -1.0078 -1.6870 -8.9290  0.36
C -4.9164 4.4252 3.8042  0.89
C -0.2317 0.5789 -9.7598  -1.07
H -4.0772 6.4035 4.2084  0.43
H 5.7267 1.4299 -0.4236  0.80
H -4.0403 -1.8424 -0.2919  0.44
H 3.3491 -2.5164 3.9575  0.28
H 3.9786 -6.1490 1.9534  0.33
H -1.1244 5.1355 5.7406  0.34
H -6.3550 2.6957 3.1376  0.35
H -2.2454 1.4267 -11.9842  0.35
H 1.9275 -4.9363 -5.4758  0.34
H 0.6501 1.1864 0.2733  0.28
H -0.0043 -2.5271 -7.5770  0.24
H 4.8652 -4.5579 2.2739  0.26
H -3.1351 -1.6519 4.6101  0.31
H -4.2420 3.0297 -1.5631  0.45
H 1.7975 -1.5910 4.3905  0.11
H -4.0960 -2.0240 10.8563  0.35
H -4.4168 0.4734 8.3401  0.45
H 0.6656 -0.6726 0.6152  0.23
H 8.4685 1.3924 1.8480  0.35
H -5.7018 0.4893 1.8265  0.29
H 1.8092 -3.4340 4.6608  0.32
H 0.4873 1.3855 -9.7035  0.44
H -2.5718 0.6994 -3.6741  0.31
H -2.8061 -4.1452 7.1296  0.45
H 8.9696 5.2856 -0.3081  0.41
H 6.2341 5.3193 -2.5858  0.35
H -3.3992 1.4321 4.6635  0.59
H 0.9480 0.9361 -3.3245  0.30
H 4.8716 -5.3594 0.5118  0.28
H 1.3078 -3.4140 -2.3177  0.61
H -2.7435 -2.4785 -9.8508  0.44
H 0.1797 1.0429 4.8726  0.32
H 1.5772 -0.5818 -6.4860  0.74

Computed properties:
- largest force on an atom (eV Å⁻¹) = 7.34
- 2S+1 = 1
- gap between HOMO and LUMO (eV) = 7.69


Entry from the Open Molecules 2025 dataset: the molecule C20H20N4S (ωB97M-V with the def2-TZVPD basis set).

Each line ends with the natural charge from an NBO analysis.
Element x y z (Å)
S 0.9829 1.7087 -2.6450  -0.29
N 2.7756 -2.2729 -0.7718  -0.33
N -0.4809 0.0084 -1.2892  -0.59
N -1.7293 -1.0664 2.2448  -0.41
N 1.7504 0.2406 -0.6157  -0.45
C -2.6605 3.2534 0.6598  -0.23
C 3.0780 -3.5970 -0.7631  -0.05
C 1.6565 -0.5525 0.6157  -0.08
C -0.9993 1.1567 2.6761  -0.24
C 3.0652 0.0948 -1.2064  -0.23
C 0.1602 0.9280 1.9582  -0.15
C -1.9133 0.1203 2.7942  0.05
C -1.7153 0.5552 -1.8142  -0.25
C -2.0059 2.5608 -0.3419  -0.21
C -4.2233 1.4514 0.8854  -0.22
C 2.5445 -4.1592 0.3634  -0.29
C 3.1729 -1.3211 -1.7795  -0.22
C -3.7733 2.7014 1.2727  -0.17
C -3.5656 0.7562 -0.1145  -0.22
C 0.7220 0.5920 -1.4442  0.32
C 2.0287 -1.9805 0.3339  0.10
C 1.8892 -3.1329 1.0691  -0.29
C -2.4590 1.3096 -0.7426  -0.03
C -0.6212 -1.2808 1.5593  0.00
C 0.3742 -0.3214 1.3819  -0.08
H -1.1883 2.1140 3.1344  0.23
H -4.2889 3.2454 2.0505  0.20
H -0.5292 -2.2702 1.1292  0.21
H -2.3055 4.2289 0.9587  0.21
H -1.4481 1.2198 -2.6401  0.26
H -3.9194 -0.2203 -0.4128  0.21
H -2.3202 -0.2722 -2.1948  0.21
H 3.1851 0.8373 -1.9957  0.27
H 3.6496 -4.0363 -1.5564  0.21
H 2.4524 -0.1313 1.2601  0.22
H -1.1416 2.9912 -0.8262  0.23
H -0.5967 -0.6675 -0.5485  0.41
H 4.1961 -1.5352 -2.0997  0.21
H 3.8232 0.2598 -0.4367  0.20
H 2.6151 -5.1868 0.6585  0.22
H -5.0891 1.0149 1.3609  0.21
H 2.5120 -1.4026 -2.6531  0.21
H 0.8978 1.7090 1.8383  0.22
H 1.3898 -3.2307 2.0125  0.23
H -2.8324 0.2411 3.3504  0.20

Computed properties:
- largest force on an atom (eV Å⁻¹) = 0.87
- 2S+1 = 1
- gap between HOMO and LUMO (eV) = 8.77


Entry from the Open Molecules 2025 dataset: a structure of composition C10H30NaO5 (ωB97M-V with the def2-TZVPD basis set).

Each line ends with the natural charge from an NBO analysis.
Element x y z (Å)
Na -0.6217 0.7598 0.1850  0.92
O 0.5358 -1.4014 -0.1555  -0.76
O 1.2093 2.1655 -0.8508  -0.76
O -1.5950 1.2829 -2.1611  -0.77
O -0.0546 1.3964 2.4526  -0.78
O -2.9111 0.5023 1.1560  -0.77
C 3.5417 2.1900 -0.0483  -0.63
C -0.4062 -0.4864 -3.3276  -0.63
C -3.1183 -1.4389 -0.2477  -0.64
C 2.1082 2.7251 0.1262  -0.07
C -1.5261 0.5367 -3.3739  -0.07
C 1.9386 -1.3926 -0.4236  -0.07
C -3.7433 -0.6401 0.8977  -0.06
C 0.5068 0.3223 3.2306  -0.07
C 2.4358 -2.7791 -0.7677  -0.65
C -0.5735 -0.6769 3.6224  -0.63
H 2.1510 -0.7496 -1.2734  0.19
H 3.9075 2.5267 -1.0184  0.21
H 1.7582 2.5085 1.1320  0.18
H -4.7480 -0.3107 0.6256  0.18
H -0.9721 -1.1626 2.7280  0.20
H 1.8820 -3.2094 -1.6082  0.22
H 2.1259 3.8109 -0.0028  0.17
H 2.2945 -3.5297 0.0189  0.21
H -0.6726 -1.2995 -2.6458  0.21
H 0.5525 -0.0805 -3.0052  0.21
H 2.5134 -1.0458 0.4408  0.16
H -1.2651 1.2154 -4.1980  0.17
H -2.8466 -0.7982 -1.0827  0.22
H 3.5304 1.1053 -0.0050  0.20
H -3.8641 -2.1690 -0.5665  0.23
H 3.4980 -2.7778 -1.0132  0.23
H 0.3874 -2.1024 0.4906  0.48
H -2.2483 -1.9905 0.1085  0.20
H -0.1549 -1.4465 4.2669  0.23
H 0.0200 2.2114 2.9591  0.49
H 1.2221 -0.1781 2.5658  0.16
H -0.2668 -0.9030 -4.3236  0.23
H 1.0668 0.6553 4.1035  0.19
H -3.7937 -1.2851 1.7788  0.17
H -3.2928 1.0237 1.8707  0.49
H 4.1629 2.5966 0.7484  0.23
H -2.3451 1.8834 -2.1856  0.49
H -2.4882 0.0746 -3.6034  0.17
H 1.5562 2.4815 -1.6920  0.48
H -1.3965 -0.1206 4.0722  0.22

Computed properties:
- largest force on an atom (eV Å⁻¹) = 1.21
- charge = +1
- 2S+1 = 1
- gap between HOMO and LUMO (eV) = 11.04